C6H9ClINS | the ωB97M-V functional and the def2-TZVPD basis

Structure (XYZ):
```
19
C6H9ClINS | the Open Molecules 2025 dataset | the ωB97M-V functional and the def2-TZVPD basis
C -1.90 -1.18 -1.02
C 0.24 -2.56 0.58
C 0.49 1.86 -0.38
C 0.32 0.65 -1.20
C 1.13 1.85 1.00
C -1.62 -0.57 0.15
N -2.20 -1.76 -2.01
S -1.01 -1.51 1.56
Cl 2.71 0.98 0.78
I -2.88 1.10 0.71
H -0.09 -2.67 -0.36
H 0.35 -3.43 1.19
H 1.11 -2.06 0.43
H -0.55 2.20 -0.38
H 1.11 2.70 -0.83
H -0.13 0.72 -2.26
H 0.83 -0.25 -0.89
H 1.44 2.77 1.29
H 0.65 1.18 1.64
```

## Properties
- E: -39311.7905 eV
- Highest occupied orbital energy (spin up / spin down): -8.30 / -8.34 eV
- Orbital gap (spin up / spin down): 7.0 / 7.9 eV
- Energy above the lowest of the compared OMol25 structures with the same formula, charge and spin: 36.6 kJ/mol
- Net charge: 0

***

C45H31BrNO11S2 | the ωB97M-V functional and the def2-TZVPD basis

Structure (XYZ):
```
91
C45H31BrNO11S2 | the Open Molecules 2025 dataset | the ωB97M-V functional and the def2-TZVPD basis
C -8.50 -4.58 2.67
C -8.42 -5.57 1.49
O -9.61 -5.67 0.70
C -10.10 -4.49 0.14
S -9.02 -3.60 -1.01
O -9.89 -2.62 -1.56
O -7.93 -3.03 -0.26
N -8.62 -4.67 -2.14
S -7.06 -4.95 -2.31
O -6.40 -5.46 -1.16
O -6.92 -5.75 -3.46
Br -6.03 -3.05 -2.88
H -9.47 -4.14 2.80
H -7.74 -3.82 2.53
H -8.23 -5.11 3.57
H -8.27 -6.56 1.89
H -7.56 -5.34 0.88
H -10.43 -3.75 0.85
H -10.95 -4.78 -0.46
C 1.85 -4.38 2.93
C 2.21 -3.10 2.52
C 1.26 -2.26 1.97
C -0.05 -2.70 1.81
C -0.40 -3.99 2.20
C 0.55 -4.82 2.77
C -1.80 -4.49 2.00
O -2.09 -5.61 2.36
C -2.79 -3.59 1.36
C -4.07 -4.05 1.11
C -5.01 -3.21 0.53
C -4.67 -1.91 0.19
C -3.39 -1.44 0.43
C -2.44 -2.28 1.01
C -1.06 -1.77 1.23
O -0.75 -0.63 0.94
H 2.59 -5.04 3.37
H 3.23 -2.76 2.63
H 1.53 -1.26 1.65
H 0.26 -5.82 3.08
H -4.34 -5.06 1.37
H -6.00 -3.58 0.33
H -5.40 -1.26 -0.26
H -3.11 -0.43 0.17
C 1.49 2.13 1.38
C 2.53 2.70 0.66
C 2.28 3.73 -0.23
C 0.99 4.19 -0.41
C -0.06 3.60 0.31
C 0.20 2.58 1.21
C -1.47 4.05 0.10
O -2.38 3.56 0.72
C -1.72 5.13 -0.90
C -3.03 5.53 -1.15
C -3.28 6.53 -2.07
C -2.23 7.15 -2.73
C -0.92 6.76 -2.49
C -0.67 5.74 -1.58
C 0.74 5.31 -1.36
O 1.66 5.85 -1.94
H 1.69 1.33 2.08
H 3.55 2.33 0.79
H 3.09 4.18 -0.79
H -0.62 2.13 1.76
H -3.84 5.04 -0.63
H -4.30 6.84 -2.27
H -2.43 7.94 -3.44
H -0.10 7.23 -3.01
C 10.35 -0.40 1.05
C 11.40 0.18 0.34
C 11.15 1.21 -0.55
C 9.85 1.66 -0.74
C 8.80 1.07 -0.04
C 9.06 0.05 0.86
C 7.39 1.51 -0.25
O 6.48 1.00 0.37
C 7.14 2.59 -1.25
C 5.84 2.98 -1.50
C 5.58 3.99 -2.41
C 6.63 4.62 -3.06
C 7.94 4.23 -2.82
C 8.20 3.21 -1.92
C 9.61 2.79 -1.69
O 10.53 3.33 -2.25
H 10.55 -1.20 1.75
H 12.41 -0.18 0.47
H 11.96 1.66 -1.11
H 8.24 -0.40 1.41
H 5.02 2.49 -0.99
H 4.56 4.29 -2.61
H 6.43 5.42 -3.77
H 8.76 4.72 -3.33
```

## Properties
- E: -162896.6322 eV
- Highest occupied orbital energy: -6.53 eV
- Orbital gap: 6.4 eV
- Energy above the lowest of the compared OMol25 structures with the same formula, charge and spin: 33.4 kJ/mol
- Net charge: -1

***

C3H7NO3 | the ωB97M-V functional and the def2-TZVPD basis

Structure (XYZ):
```
14
C3H7NO3 | the Open Molecules 2025 dataset | the ωB97M-V functional and the def2-TZVPD basis
C 1.96 0.90 -0.30
N 0.78 -0.25 0.01
O 1.59 -1.42 0.05
C -0.63 -0.65 0.24
O -0.88 -1.82 0.39
C -1.58 0.52 0.21
O -2.76 0.21 -0.47
H 2.27 0.68 -1.31
H 2.71 0.64 0.44
H 1.51 1.87 -0.16
H 0.96 -2.15 0.21
H -1.12 1.37 -0.29
H -1.80 0.80 1.26
H -3.00 -0.70 -0.27
```

## Properties
- E: -10854.2385 eV
- Highest occupied orbital energy: -8.75 eV
- Structure (SMILES): CN(O)C(=O)CO
- Orbital gap: 9.5 eV
- Energy above the lowest of the compared OMol25 structures with the same formula, charge and spin: 398.4 kJ/mol
- Net charge: 0

***

H3PS2 | the ωB97M-V functional and the def2-TZVPD basis

Structure (XYZ):
```
6
H3PS2 | the Open Molecules 2025 dataset | the ωB97M-V functional and the def2-TZVPD basis
P -0.63 1.08 -0.27
S 1.08 -0.35 -0.05
S 0.35 -2.05 0.69
H 0.24 1.91 -1.04
H -0.63 1.88 0.95
H -0.41 -2.47 -0.28
```

## Properties
- E: -31007.4127 eV
- Highest occupied orbital energy: -9.06 eV
- Structure (SMILES): PSS
- Orbital gap: 9.4 eV
- Energy above the lowest of the compared OMol25 structures with the same formula, charge and spin: 64.0 kJ/mol
- Net charge: 0

***

C8H14Br3ClFLiMgNO6S | the ωB97M-V functional and the def2-TZVPD basis

Structure (XYZ):
```
37
C8H14Br3ClFLiMgNO6S | the Open Molecules 2025 dataset | the ωB97M-V functional and the def2-TZVPD basis
C 2.25 0.79 0.11
C 0.70 0.81 0.58
C -0.17 2.04 0.05
C 0.53 3.49 0.20
N -1.39 2.07 0.92
C -2.47 1.33 0.27
O -2.33 0.16 -0.27
O -3.74 1.89 0.28
H 2.87 0.39 1.01
H 2.41 0.10 -0.78
H 2.69 1.81 -0.14
H 0.19 -0.16 0.19
H 0.62 0.81 1.73
H -0.51 1.94 -1.04
H -0.22 4.36 0.28
H 1.29 3.63 -0.66
H 1.19 3.41 1.15
C -0.81 6.59 3.17
Br -2.36 7.68 3.58
Br -1.31 4.86 2.45
Br 0.44 7.52 2.01
H -0.29 6.41 4.11
Li 2.75 1.45 2.46
Mg -0.25 -1.41 1.52
C -0.61 -5.68 -2.98
C -1.13 -5.70 -1.55
O -0.03 -5.27 -0.75
S 0.86 -4.22 -1.60
O 0.47 -2.89 -1.21
O 2.23 -4.66 -1.58
O 0.23 -4.53 -3.06
H 0.00 -6.57 -3.19
H -1.42 -5.62 -3.71
H -1.47 -6.69 -1.24
H -1.95 -4.98 -1.42
Cl 0.68 1.75 4.29
F 0.06 -6.91 -5.17
```

## Properties
- E: -264144.2909 eV
- Highest occupied orbital energy: -4.43 eV
- Orbital gap: 2.7 eV
- Net charge: -1

***

H3NO2Si | the ωB97M-V functional and the def2-TZVPD basis

Structure (XYZ):
```
7
H3NO2Si | the Open Molecules 2025 dataset | the ωB97M-V functional and the def2-TZVPD basis
O 1.59 1.17 0.15
N 1.02 0.11 -0.09
O 1.57 -0.96 -0.23
Si -0.89 -0.02 0.08
H -0.90 -0.83 1.40
H -0.99 1.31 0.07
H -1.40 -0.78 -1.38
```

## Properties
- E: -13507.1666 eV
- Highest occupied orbital energy: -10.46 eV
- Structure (SMILES): O=[N+]([O-])[SiH3]
- Orbital gap: 10.5 eV
- Energy above the lowest of the compared OMol25 structures with the same formula, charge and spin: 107.6 kJ/mol
- Net charge: 0

***

C5H11N2 | the ωB97M-V functional and the def2-TZVPD basis

Structure (XYZ):
```
18
C5H11N2 | the Open Molecules 2025 dataset | the ωB97M-V functional and the def2-TZVPD basis
C -1.72 1.13 -1.75
N -0.63 0.86 -1.16
C 0.00 -0.38 -1.49
C 0.18 -1.40 -0.66
C 0.58 -1.35 0.80
C 1.20 -0.04 1.28
N 0.16 1.04 1.36
H -1.88 0.62 -2.71
H -2.37 1.88 -1.29
H 0.07 -0.56 -2.57
H 0.07 -2.37 -1.09
H 1.34 -2.11 0.98
H -0.30 -1.49 1.45
H 1.61 -0.14 2.27
H 1.97 0.36 0.65
H -0.57 0.89 2.04
H -0.32 1.14 0.41
H 0.61 1.94 1.48
```

## Properties
- E: -8335.4513 eV
- Highest occupied orbital energy: -13.17 eV
- Structure (SMILES): C=N/C=C\CC[NH3+]
- Orbital gap: 9.9 eV
- Energy above the lowest of the compared OMol25 structures with the same formula, charge and spin: 160.9 kJ/mol
- Net charge: +1

***

C46H50ClN7O4PdS | the ωB97M-V functional and the def2-TZVPD basis

Structure (XYZ):
```
110
C46H50ClN7O4PdS | the Open Molecules 2025 dataset | the ωB97M-V functional and the def2-TZVPD basis
Pd 0.03 -0.18 0.46
C -5.82 3.97 12.57
O -6.47 3.84 11.32
C -5.74 3.40 10.27
C -4.40 3.03 10.34
C -3.76 2.58 9.20
C -4.42 2.50 7.98
C -5.76 2.87 7.93
C -6.42 3.31 9.06
C -3.69 2.03 6.81
N -2.47 1.53 6.82
C -2.18 1.22 5.52
C -3.24 1.54 4.70
N -4.19 2.06 5.53
C -3.26 1.27 3.30
C -4.32 1.56 2.42
C -4.23 1.17 1.11
C -3.11 0.45 0.70
N -2.09 0.19 1.50
C -2.12 0.62 2.76
C -0.95 0.39 3.60
N 0.16 -0.08 2.99
C 1.24 -0.30 3.71
C 1.30 -0.07 5.09
C 0.18 0.42 5.73
C -0.98 0.66 4.98
H -6.57 4.35 13.26
H -4.99 4.67 12.52
H -5.46 3.00 12.94
H -3.85 3.09 11.27
H -2.72 2.27 9.24
H -6.32 2.80 7.00
H -7.46 3.60 9.03
H -5.09 2.41 5.25
H -5.19 2.09 2.79
H -5.02 1.39 0.41
H -3.02 0.07 -0.31
H 2.10 -0.69 3.18
H 2.21 -0.26 5.63
H 0.16 0.62 6.79
C 4.11 -2.41 -4.36
C 5.40 -1.65 -4.01
C 6.39 -1.89 -5.16
C 5.08 -0.15 -3.96
C 6.02 -2.17 -2.66
O 6.65 -3.43 -2.88
C 7.07 -1.18 -2.11
C 8.04 -1.71 -1.02
C 7.58 -1.79 0.42
C 7.45 -3.02 1.06
C 7.05 -3.10 2.38
C 6.78 -1.94 3.08
Cl 6.27 -2.03 4.74
C 6.94 -0.70 2.48
C 7.34 -0.63 1.16
C 4.91 -2.58 -1.66
N 3.97 -1.56 -1.21
C 2.64 -1.71 -1.13
N 2.09 -0.63 -0.61
C 3.15 0.16 -0.36
N 4.30 -0.36 -0.71
H 3.81 -2.17 -5.38
H 3.29 -2.13 -3.70
H 4.27 -3.49 -4.30
H 6.00 -1.42 -6.07
H 6.52 -2.95 -5.36
H 7.37 -1.44 -4.96
H 4.53 0.13 -4.87
H 5.99 0.45 -3.93
H 4.46 0.11 -3.10
H 7.44 -3.29 -3.40
H 6.57 -0.28 -1.75
H 7.71 -0.90 -2.96
H 8.91 -1.05 -1.04
H 8.38 -2.71 -1.32
H 7.67 -3.93 0.52
H 6.95 -4.06 2.87
H 6.75 0.21 3.04
H 7.47 0.33 0.69
H 5.41 -3.04 -0.81
H 4.30 -3.35 -2.12
H 2.12 -2.59 -1.46
H 3.07 1.15 0.08
C -0.47 -3.29 -2.67
C -0.82 -2.71 -1.31
O -1.20 -1.56 -1.21
C -0.71 -3.61 -0.13
C -0.80 -5.00 -0.25
C -0.71 -5.81 0.87
C -0.50 -5.24 2.12
C -0.40 -3.86 2.25
C -0.50 -3.05 1.14
H -0.26 -2.48 -3.36
H -1.33 -3.85 -3.05
H 0.38 -3.97 -2.62
H -0.98 -5.46 -1.21
H -0.79 -6.88 0.77
H -0.42 -5.88 3.00
H -0.23 -3.42 3.23
H -0.40 -1.95 1.22
C 0.59 2.99 -2.04
S -0.26 1.94 -0.77
C 0.59 2.78 0.63
O -1.64 2.47 -0.73
H 0.50 4.04 -1.75
H 0.07 2.82 -2.98
H 1.63 2.68 -2.11
H 1.62 3.01 0.38
H 0.54 2.10 1.48
H 0.03 3.69 0.84
```

## Properties
- E: -93971.4266 eV
- Highest occupied orbital energy: -5.14 eV
- Orbital gap: 5.6 eV
- Net charge: 0

***

C17H23N2O6RuS2Se2 | the ωB97M-V functional and the def2-TZVPD basis

Structure (XYZ):
```
53
C17H23N2O6RuS2Se2 | the Open Molecules 2025 dataset | the ωB97M-V functional and the def2-TZVPD basis
Ru -1.79 -0.90 0.40
O -2.27 0.83 1.78
N -2.86 1.86 1.24
C -3.45 2.75 2.08
C -4.05 3.89 1.62
C -4.06 4.13 0.24
C -3.47 3.22 -0.60
C -2.86 2.05 -0.11
S -2.17 0.87 -1.15
H -3.39 2.47 3.12
H -4.51 4.57 2.32
H -4.52 5.02 -0.16
H -3.46 3.36 -1.67
O -0.41 -4.31 3.94
C 0.22 -3.16 3.38
C -0.43 -1.85 3.85
C -0.06 -1.67 5.33
O -0.64 -0.51 5.94
C 0.13 -0.63 3.09
Se 0.44 -0.80 1.16
C -1.96 -1.92 3.73
Se -2.61 -2.56 2.00
H -1.20 -4.44 3.39
H 0.19 -3.19 2.29
H 1.26 -3.19 3.69
H 1.03 -1.63 5.43
H -0.42 -2.53 5.90
H -0.47 0.23 5.35
H 1.09 -0.33 3.51
H -0.57 0.20 3.19
H -2.40 -0.95 3.97
H -2.33 -2.64 4.45
C -1.60 -2.30 -1.07
H -1.03 -3.18 -0.76
H -1.18 -1.93 -2.01
H -2.63 -2.65 -1.28
N 1.34 -0.40 -2.59
C 2.30 0.11 -3.48
C 3.62 -0.33 -3.44
C 4.55 0.14 -4.36
C 4.18 1.06 -5.33
C 2.87 1.51 -5.37
C 1.94 1.04 -4.45
S 5.40 1.63 -6.52
O 4.76 2.75 -7.20
O 6.56 2.00 -5.72
O 5.64 0.48 -7.38
H 0.55 0.21 -2.43
H 1.71 -0.75 -1.72
H 3.92 -1.05 -2.69
H 5.58 -0.20 -4.32
H 2.60 2.24 -6.12
H 0.91 1.40 -4.49
```

## Properties
- E: -188214.0441 eV
- Highest occupied orbital energy (spin up / spin down): -2.52 / -2.56 eV
- Orbital gap (spin up / spin down): 6.3 / 6.3 eV
- Energy above the lowest of the compared OMol25 structures with the same formula, charge and spin: 49.6 kJ/mol
- Spin multiplicity: 2
- <S²>: 0.76
- Net charge: -2

***

C4H12N2 | the ωB97M-V functional and the def2-TZVPD basis

Structure (XYZ):
```
18
C4H12N2 | the Open Molecules 2025 dataset | the ωB97M-V functional and the def2-TZVPD basis
C 0.36 1.70 -2.19
N 0.60 0.68 -1.49
C 1.91 0.09 -1.55
H -0.68 1.78 -2.50
H 1.17 2.40 -2.47
H 1.86 -0.92 -1.95
H 2.69 0.70 -2.04
H 2.27 -0.11 -0.52
C -1.79 -1.57 1.35
N -0.95 -0.55 0.79
C -0.37 0.34 1.80
H -1.48 -2.10 2.26
H -2.08 -2.29 0.58
H -2.69 -1.09 1.76
H -0.24 -0.84 0.13
H 0.63 0.04 2.12
H -0.16 1.27 1.26
H -1.04 0.47 2.65
```

## Properties
- E: -7320.6525 eV
- Highest occupied orbital energy: -8.00 eV
- Structure (SMILES): C=NC.CNC
- Orbital gap: 9.0 eV
- Energy above the lowest of the compared OMol25 structures with the same formula, charge and spin: 229.3 kJ/mol
- Net charge: 0

***

C4H9Cl | the ωB97M-V functional and the def2-TZVPD basis

Structure (XYZ):
```
14
C4H9Cl | the Open Molecules 2025 dataset | the ωB97M-V functional and the def2-TZVPD basis
C -0.35 0.05 -1.35
C 0.08 0.97 1.14
C -0.55 -1.30 0.67
C -0.16 -0.07 0.10
Cl -2.44 -1.58 0.57
H 0.26 1.08 -1.54
H 0.06 -0.68 -2.05
H -1.37 0.27 -1.66
H 0.35 2.07 0.71
H 0.83 0.61 1.91
H -0.90 1.00 1.71
H -0.38 -2.27 0.27
H -0.58 -1.17 1.73
H 2.38 -0.64 -0.18
```

## Properties
- E: -16811.2482 eV
- Highest occupied orbital energy (spin up / spin down): -10.43 / -7.99 eV
- Orbital gap (spin up / spin down): 10.0 / 7.2 eV
- Energy above the lowest of the compared OMol25 structures with the same formula, charge and spin: 530.6 kJ/mol
- Net charge: 0

***

C4H9N3 | the ωB97M-V functional and the def2-TZVPD basis

Structure (XYZ):
```
16
C4H9N3 | the Open Molecules 2025 dataset | the ωB97M-V functional and the def2-TZVPD basis
C -1.05 0.72 -1.71
C -1.64 -0.19 -0.67
N -0.89 0.11 0.88
C 0.43 -0.23 0.92
C 1.21 -1.33 0.84
N 2.35 -0.61 1.33
N 1.56 0.61 1.22
H 0.03 0.59 -1.75
H -1.47 0.47 -2.69
H -1.27 1.76 -1.50
H -2.69 -0.01 -0.45
H -1.43 -1.24 -0.83
H -1.02 1.10 1.04
H 1.15 -2.35 0.56
H 3.18 -0.57 0.74
H 1.54 1.15 2.08
```

## Properties
- E: -8760.8664 eV
- Highest occupied orbital energy: -7.25 eV
- Structure (SMILES): CCNc1c[nH][nH]1
- Orbital gap: 8.4 eV
- Energy above the lowest of the compared OMol25 structures with the same formula, charge and spin: 353.0 kJ/mol
- Net charge: 0